Entry 1:
C21H30N2SiTi | ωB97M-V/def2-TZVPD

Element x y z (Å)
Ti -0.03361 0.07992 0.10469
Si -0.99226 -1.09896 -1.98733
N -1.67399 0.40981 1.48628
N -0.68365 2.19938 -0.49031
C -2.32934 -0.96160 -6.23379
C -4.81146 -2.75658 -2.10418
C 1.15700 -0.20143 2.03302
C 0.45291 -1.42361 1.73815
C 2.21359 -3.86704 -3.98443
C -2.43632 -3.16222 -0.69043
C 0.23388 -2.18465 -2.88478
C -3.69729 -1.94893 -2.35526
C 2.52219 -2.53991 -3.66687
C 0.91621 -4.34925 -3.78321
C -1.63814 2.95908 1.68205
C 1.96748 -1.02706 0.01456
C -0.06742 -3.50402 -3.25272
C 1.52924 -1.70705 -3.14504
C -2.43721 1.66042 1.77744
C -2.50132 -2.14219 -1.64778
C 0.94823 -1.93026 0.48298
C -3.54628 -3.97463 -0.43212
C -4.73534 -3.76484 -1.13651
C -0.42329 2.96640 0.75864
C 2.07833 0.05248 0.95199
H -1.51076 -3.34561 -0.14621
H -5.60633 -4.38609 -0.92554
H -3.32692 1.63558 1.13627
H -1.40900 -0.11509 -3.02975
H -1.07494 -3.88720 -3.11005
H -2.80334 1.52152 2.79926
H -2.39272 3.69897 1.35612
H -1.32581 0.07367 2.40525
H -1.59791 -0.16389 -6.09513
H 3.53498 -2.15563 -3.82256
H 2.98474 -4.52371 -4.39271
H 1.78031 -0.67252 -2.91478
H -3.47471 -4.76799 0.31630
H 2.80365 0.85355 0.91113
H -3.75590 -1.16964 -3.11122
H 0.66808 -5.38441 -4.03700
H 0.65596 -2.85834 0.01171
H -5.74092 -2.60011 -2.65854
H -1.28598 3.22943 2.68806
H -0.25139 -1.93832 2.38343
H 2.58406 -1.17701 -0.86706
H -3.02671 -0.67009 -7.02512
H 1.09862 0.36971 2.95940
H -0.76500 2.87972 -1.25882
H -1.63069 1.78319 -0.40055
H -2.37656 -0.31803 1.25270
H -2.88661 -1.12745 -5.31103
H -0.08292 4.01065 0.61424
H -1.82109 -1.88188 -6.53037
H 0.42863 2.47775 1.23826

Force components x, y, z for each atom (eV/Å):
Ti -0.19 0.42 -0.97
Si -0.03 1.05 0.08
N -1.27 -0.73 1.45
N -0.86 1.11 0.04
C -0.12 0.02 -0.23
C 0.11 0.01 0.20
C 0.65 -0.38 -0.44
C 1.33 -0.24 -0.70
C -0.09 -0.04 0.07
C -0.63 -0.28 0.02
C 0.33 -0.45 -0.47
C -0.31 -0.48 0.35
C -0.26 0.01 -0.09
C 0.06 0.25 -0.03
C -0.32 0.41 0.29
C -0.23 -0.33 1.31
C 0.57 -0.14 -0.02
C 0.17 -0.50 -0.12
C -0.21 -0.95 0.29
C -0.31 -0.18 -0.32
C 0.95 0.51 0.92
C 0.10 0.21 -0.12
C 0.03 0.07 -0.02
C 0.16 -0.09 0.33
C -0.03 -1.00 0.44
H -0.14 0.08 -0.08
H 0.21 0.13 -0.09
H 0.28 0.32 -0.03
H -0.34 -0.01 -0.41
H 0.13 0.03 0.04
H -0.26 0.49 -0.13
H 0.56 0.06 0.21
H -0.02 0.31 -1.03
H -0.06 -0.13 0.08
H -0.35 -0.14 -0.01
H -0.22 0.18 0.14
H -0.06 -0.12 0.01
H -0.08 0.22 -0.24
H -0.08 -0.03 -0.01
H 0.03 -0.11 0.10
H 0.10 0.37 0.05
H 0.07 0.14 -0.01
H 0.29 -0.07 0.18
H -0.19 0.12 -0.26
H 0.00 0.13 -0.17
H -0.37 0.17 0.16
H 0.10 -0.05 0.10
H -0.07 -0.07 -0.32
H 0.22 -0.90 0.14
H 0.59 0.50 -0.51
H 0.50 0.47 -0.01
H 0.15 0.02 -0.06
H -0.38 -0.47 -0.40
H -0.04 0.12 0.10
H -0.13 -0.01 0.20

Properties
E_HOMO (alpha / beta)	-5.60 / -6.62	eV
multiplicity	3
Kohn-Sham gap (alpha / beta)	5.65 / 6.66	eV

Entry 2:
C31H45InN7OS3Si4Te | ωB97M-V/def2-TZVPD

Element x y z (Å)
Te -1.05086 -0.80310 -0.71709
In -1.17535 2.66033 1.91121
S -1.45975 5.21411 1.63386
S -2.79164 0.78763 2.47140
S -0.92726 2.85010 4.43920
Si 0.53901 -2.11135 -2.09684
Si 0.38268 -1.62591 -4.39401
Si -0.23809 -4.29597 -1.79936
Si 2.74674 -2.03371 -1.33686
O -3.62636 3.17861 0.75113
N 1.01274 3.54243 1.53955
N 0.66563 0.98688 2.21278
N 1.17550 4.76811 0.96628
N -1.15898 2.32073 -0.29201
N -6.62809 -0.62495 7.00220
N 0.27982 6.75323 0.40027
N -4.34812 1.80643 9.37441
C -4.57655 0.63424 6.05805
C -0.43560 -4.67530 0.02813
C 3.45121 3.44839 1.60493
C 2.95508 -3.06921 0.21946
C -4.09922 1.65159 8.26178
C 0.63422 -3.19952 -5.40502
C -4.23430 0.48852 4.72161
C -5.71365 -0.06568 6.58378
C 0.95332 -5.56092 -2.53365
C 3.28203 -0.27653 -0.93856
C -3.79052 1.46153 6.87165
C -3.12903 1.12987 4.16120
C 0.23771 1.80843 -2.18559
C -0.71171 2.27197 -3.03152
C 2.95682 0.75173 2.81155
C 0.44230 -0.25921 2.62044
C 3.89593 -2.74550 -2.65074
C -2.12505 2.70769 -1.14809
C 2.08001 2.88914 1.81450
C 1.44398 -1.06464 3.14105
C -1.99330 2.58527 -2.51185
C -2.70151 2.11790 6.32190
C -3.32629 3.44302 -0.60351
C 1.67466 -0.39956 -5.02262
C 1.89870 1.49952 2.30859
C -1.33790 -0.96951 -4.74321
C -1.90695 -4.47596 -2.64419
C 2.72084 -0.54691 3.23512
C -2.33549 1.97186 4.97827
C 0.10226 5.52389 0.96937
C -0.13802 1.54468 -0.82090
H 1.31675 0.08604 -5.93657
H 0.55589 -2.97633 -6.47488
H 4.14336 3.11506 2.37528
H -0.12199 -3.95246 -5.16324
H -1.57188 -0.12484 -4.09126
H 2.83560 -4.13453 0.00042
H 1.61971 -3.64051 -5.22469
H 3.95003 1.16987 2.86910
H -1.07371 -3.92905 0.50774
H 1.23962 1.56717 -2.50134
H -2.61523 -3.74537 -2.24393
H 2.60733 -0.91632 -5.26764
H 3.27069 0.35906 -1.82805
H 2.22026 -2.79421 0.98098
H 1.10716 -5.40477 -3.60520
H 2.61236 0.16255 -0.19491
H -1.82907 -4.31175 -3.72297
H -4.83961 -0.14970 4.09187
H 3.84298 3.12665 0.63514
H 1.90402 0.38216 -4.30075
H 0.53002 -4.67420 0.54152
H -1.42224 -0.65034 -5.78774
H -3.81413 2.24128 0.89869
H 1.21292 -2.07457 3.45267
H 3.40545 4.53274 1.60118
H -2.09035 -1.74133 -4.55573
H 3.92865 -2.11377 -3.54252
H -3.11572 4.51093 -0.64315
H 0.67393 1.38179 -0.13158
H -0.89198 -5.66196 0.16169
H 4.91593 -2.83283 -2.26127
H -0.57517 -0.61118 2.52106
H 0.55878 -6.57282 -2.39178
H 1.93070 -5.51342 -2.04356
H -2.80457 2.89684 -3.15729
H 4.29697 -0.26547 -0.52662
H -2.31509 -5.47904 -2.48248
H 3.95550 -2.91885 0.63938
H 3.53262 -1.14496 3.63157
H -0.49664 2.41973 -4.08400
H -2.10824 2.76627 6.95262
H 3.56716 -3.74350 -2.95695
H 1.10622 6.86242 -0.16476
H -4.18151 3.24129 -1.25530
H -0.54514 7.26182 0.14122

Force components x, y, z for each atom (eV/Å):
Te -0.11 -0.35 0.03
In 0.07 0.08 0.23
S 0.05 0.00 -0.08
S -0.02 -0.05 0.01
S -0.06 0.00 -0.04
Si -0.01 0.04 -0.02
Si -0.01 -0.05 0.13
Si 0.07 0.10 -0.05
Si -0.15 -0.01 -0.05
O 0.07 0.16 -0.08
N 0.04 0.15 -0.03
N 0.00 -0.04 0.10
N -0.10 -0.03 0.05
N -0.05 -0.29 -0.19
N 0.05 0.01 -0.05
N 0.04 -0.04 0.03
N 0.06 0.00 -0.08
C -0.01 -0.07 -0.03
C -0.02 -0.07 0.06
C 0.04 0.00 -0.02
C 0.02 -0.03 0.07
C -0.09 -0.04 0.03
C -0.02 -0.06 -0.08
C 0.00 0.02 0.02
C -0.03 0.03 0.05
C 0.03 -0.10 -0.03
C 0.08 0.05 0.01
C 0.04 0.08 0.04
C 0.01 -0.02 -0.02
C -0.11 -0.12 0.14
C -0.07 0.05 -0.01
C 0.00 -0.02 -0.01
C 0.02 0.09 -0.04
C 0.09 -0.03 -0.02
C 0.07 -0.01 0.09
C -0.01 -0.14 0.02
C -0.02 -0.03 0.00
C 0.07 0.03 -0.05
C 0.00 -0.02 -0.01
C -0.02 -0.05 0.07
C 0.02 -0.01 -0.08
C 0.00 0.05 -0.06
C -0.04 0.01 -0.06
C -0.07 -0.04 -0.03
C 0.03 0.00 0.01
C 0.00 -0.01 0.01
C 0.01 0.03 0.00
C 0.19 0.83 -0.15
H 0.02 -0.03 0.02
H 0.01 -0.02 0.04
H 0.00 0.01 0.00
H 0.08 0.05 -0.04
H 0.00 -0.02 -0.02
H 0.01 0.05 0.02
H -0.05 0.04 -0.01
H -0.01 0.00 0.01
H 0.02 -0.03 -0.02
H 0.10 -0.08 -0.07
H 0.04 -0.03 -0.01
H -0.03 0.02 0.04
H -0.01 -0.01 0.02
H 0.03 0.00 -0.06
H -0.02 -0.01 0.09
H -0.01 0.00 0.00
H -0.02 -0.02 0.07
H 0.00 0.00 0.00
H -0.01 -0.02 0.02
H -0.01 0.06 0.05
H -0.06 0.00 -0.03
H -0.03 -0.01 0.04
H -0.09 -0.14 -0.01
H 0.01 0.03 -0.01
H -0.01 0.00 0.00
H 0.04 0.04 0.01
H -0.02 -0.02 0.04
H -0.01 0.07 -0.01
H -0.02 -0.16 0.06
H 0.02 0.03 0.02
H -0.03 0.00 -0.04
H 0.00 0.00 0.02
H 0.04 0.02 -0.02
H -0.05 0.00 -0.02
H 0.02 0.00 0.01
H -0.03 0.02 -0.01
H -0.01 0.04 -0.01
H -0.03 -0.03 0.01
H -0.02 0.01 -0.01
H -0.01 -0.01 0.01
H 0.00 -0.01 -0.01
H 0.02 0.05 0.01
H -0.01 0.01 0.00
H -0.02 -0.02 0.02
H -0.03 0.01 -0.01

Properties
E_HOMO	-4.25	eV
net charge	-1
multiplicity	1
Kohn-Sham gap	6.02	eV